Entry one
# C3H6NO2

A 2-piece molecular cluster, C3H6NO2 overall (ωB97M-V/def2-TZVPD, OMol25).

Last column: Mulliken charge in e.
CARTESIAN COORDINATES (ANGSTROEM)
C (0.360, -3.271, 0.410)  -0.8272
C (-0.679, -2.419, 0.249)  0.0162
N (-0.597, -1.277, -0.528)  -0.4473
H (1.373, -2.891, 0.382)  0.2634
H (0.147, -4.173, 0.976)  0.2434
H (-1.648, -2.511, 0.724)  0.2744
H (0.217, -0.677, -0.551)  0.2365
H (-1.435, -0.739, -0.494)  0.2413
O (1.041, 3.026, 0.502)  -0.6123
C (0.041, 2.494, 0.023)  -0.0130
O (-0.105, 1.454, -0.659)  -0.6139
H (-0.962, 3.006, 0.224)  0.2384

Output
- LUMO energy (eV) = 3.91
- net charge = -1
- M (g mol⁻¹) = 88.09
- Kohn-Sham gap (eV) = 8.1
- multiplicity = 1
- HOMO level (eV) = -4.16

=====

Entry two
# C3H6NO2

An isolated ion of composition C3H6NO2 and charge -1 (ωB97M-V/def2-TZVPD, OMol25).

Last column: Mulliken charge in e.
CARTESIAN COORDINATES (ANGSTROEM)
O (0.609, 1.850, 2.134)  -0.5248
C (0.223, 1.006, 1.390)  0.0763
C (0.351, 1.131, -0.098)  -0.3804
N (-0.183, -0.003, -0.841)  -0.3490
C (-0.253, -1.545, -0.670)  -0.1743
O (-1.519, -1.918, -1.045)  -0.8959
H (-0.030, 0.011, 1.759)  0.3247
H (1.475, 1.056, -0.298)  0.1762
H (-0.037, 2.103, -0.375)  0.2957
H (-1.206, 0.014, -0.999)  0.2027
H (0.031, -1.783, 0.394)  0.0958
H (0.539, -1.920, -1.352)  0.1529

Output
- LUMO energy (eV) = 3.92
- SMILES = O=CCNC[O-]
- net charge = -1
- M (g mol⁻¹) = 88.09
- Kohn-Sham gap (eV) = 6.7
- multiplicity = 1
- HOMO level (eV) = -2.78

=====

Entry three
# C3H6NO2

An isolated ion of composition C3H6NO2 and charge -1 (ωB97M-V/def2-TZVPD, OMol25).

Last column: Mulliken charge in e.
CARTESIAN COORDINATES (ANGSTROEM)
C (1.828, -0.597, 0.238)  -0.9487
C (0.300, -0.868, 0.397)  0.5968
O (-0.029, -1.910, 0.968)  -0.6969
N (-0.452, 0.214, 0.143)  -0.3038
C (-1.861, 0.849, -0.545)  -0.1744
O (-1.729, 2.120, -0.600)  -0.7948
H (1.913, 0.122, -0.573)  0.3193
H (2.294, -1.572, 0.090)  0.2988
H (2.213, -0.165, 1.156)  0.2056
H (0.056, 1.087, 0.076)  0.1600
H (-1.933, 0.298, -1.508)  0.1493
H (-2.601, 0.422, 0.157)  0.1888

Output
- LUMO energy (eV) = 4.14
- SMILES = CC(=O)NC[O-]
- net charge = -1
- M (g mol⁻¹) = 88.09
- Kohn-Sham gap (eV) = 7.6
- multiplicity = 1
- HOMO level (eV) = -3.43

=====

Most stable of them? entry one.

=====

Entry one
# C5H6FNO

One molecule with the formula C5H6FNO (ωB97M-V/def2-TZVPD, OMol25).

Last column: Mulliken charge in e.
CARTESIAN COORDINATES (ANGSTROEM)
C (-2.195, -0.628, 0.117)  -0.7011
O (-0.813, -0.835, -0.472)  -0.4191
C (-0.065, 0.337, -0.227)  0.3541
C (-0.731, 1.613, -0.161)  0.2250
N (-1.305, 2.615, 0.007)  -0.4478
C (1.295, 0.422, -0.040)  0.5009
C (2.282, -0.656, 0.072)  -1.0426
F (1.951, 1.536, -0.180)  -0.2496
H (-2.816, -1.629, 0.221)  0.2555
H (-2.227, 0.079, 1.010)  0.3252
H (-2.860, -0.053, -0.692)  0.2904
H (1.708, -1.645, 0.373)  0.2524
H (2.848, -0.686, -0.882)  0.2738
H (2.928, -0.470, 0.853)  0.3832

Output
- LUMO energy (eV) = 0.70
- SMILES = CO/C(C#N)=C(\C)F
- net charge = 0
- M (g mol⁻¹) = 115.11
- Kohn-Sham gap (eV) = 9.9
- multiplicity = 1
- HOMO level (eV) = -9.20

=====

Entry two
# C5H6FNO

One molecule with the formula C5H6FNO (ωB97M-V/def2-TZVPD, OMol25).

Last column: Mulliken charge in e.
CARTESIAN COORDINATES (ANGSTROEM)
C (-2.419, 0.027, 0.081)  -0.6584
O (-1.330, -0.991, -0.084)  -0.4608
C (-0.112, -0.463, 0.029)  0.4565
C (1.038, -1.199, 0.035)  -0.6336
N (2.113, -0.476, -0.047)  0.0550
C (1.782, 0.822, 0.146)  -0.7465
C (0.414, 0.884, 0.089)  0.5601
F (-0.239, 2.060, -0.150)  -0.3014
H (-2.163, 0.623, 0.982)  0.3064
H (-3.353, -0.584, 0.053)  0.2254
H (-2.362, 0.734, -0.705)  0.3129
H (1.052, -2.246, -0.321)  0.3126
H (3.061, -0.848, -0.187)  0.2230
H (2.516, 1.657, 0.079)  0.3487

Output
- LUMO energy (eV) = 0.96
- SMILES = COc1c[nH]cc1F
- net charge = 0
- M (g mol⁻¹) = 115.11
- Kohn-Sham gap (eV) = 8.8
- multiplicity = 1
- HOMO level (eV) = -7.89

=====

Most stable of them? entry two.

=====

Entry one
# C5H6FNO

One molecule with the formula C5H6FNO (ωB97M-V/def2-TZVPD, OMol25).

Last column: Mulliken charge in e.
CARTESIAN COORDINATES (ANGSTROEM)
C (1.784, -0.247, -0.906)  -1.3555
C (0.582, -0.395, 0.025)  1.6857
F (1.170, -0.280, 1.364)  -0.3395
C (-0.423, -1.499, -0.214)  -1.0657
C (-1.656, -0.954, -0.101)  -0.2347
N (-1.628, 0.452, -0.002)  -0.0398
C (-0.326, 0.872, -0.077)  -0.0936
O (0.007, 2.017, -0.110)  -0.5649
H (1.503, -0.261, -2.010)  0.3111
H (2.251, 0.682, -0.653)  0.3655
H (2.512, -0.979, -0.718)  0.3729
H (-0.229, -2.525, -0.477)  0.3624
H (-2.613, -1.447, 0.107)  0.3806
H (-2.389, 1.095, 0.004)  0.2155

Output
- LUMO energy (eV) = 0.53
- SMILES = C[C@]1(F)C=CNC1=O
- net charge = 0
- M (g mol⁻¹) = 115.11
- Kohn-Sham gap (eV) = 9.7
- multiplicity = 1
- HOMO level (eV) = -9.18

=====

Entry two
# C5H6FNO

One molecule with the formula C5H6FNO (ωB97M-V/def2-TZVPD, OMol25).

Last column: Mulliken charge in e.
CARTESIAN COORDINATES (ANGSTROEM)
C (-2.703, -0.393, 0.160)  -0.8692
C (-1.278, -0.065, -0.010)  0.5472
N (-0.448, -1.128, -0.158)  -0.4818
C (0.859, -0.600, -0.086)  0.2756
C (2.068, -1.494, 0.073)  -0.7473
C (0.632, 0.792, -0.160)  0.3749
F (1.446, 1.702, 0.136)  -0.2661
O (-0.683, 1.159, -0.131)  -0.3424
H (-2.644, -1.467, 0.086)  0.2881
H (-3.333, 0.124, -0.650)  0.2516
H (-2.993, 0.019, 1.096)  0.2612
H (2.068, -2.073, 1.003)  0.2705
H (2.618, -0.578, 0.386)  0.2199
H (2.402, -2.168, -0.856)  0.2179

Output
- LUMO energy (eV) = 0.87
- SMILES = Cc1nc(C)c(F)o1
- net charge = 0
- M (g mol⁻¹) = 115.11
- Kohn-Sham gap (eV) = 9.3
- multiplicity = 1
- HOMO level (eV) = -8.39

=====

Most stable of them? entry one.

=====

Entry one
# CH3N5O

A 2-piece molecular cluster, CH3N5O overall (ωB97M-V/def2-TZVPD, OMol25).

Last column: Mulliken charge in e.
CARTESIAN COORDINATES (ANGSTROEM)
C (1.803, 0.435, 0.218)  0.4035
N (-3.401, -1.527, -0.468)  -0.3924
N (1.175, 1.391, 0.341)  -0.5132
N (-2.799, -0.593, -0.192)  0.6983
N (-2.255, 0.276, 0.404)  -0.3155
N (2.279, -0.780, 0.143)  -0.5028
O (-1.706, 1.305, -0.415)  -0.4048
H (2.818, -0.785, -0.734)  0.2772
H (2.895, -1.296, 0.870)  0.3020
H (-0.809, 1.574, -0.166)  0.4477

Output
- LUMO energy (eV) = 0.13
- net charge = 0
- M (g mol⁻¹) = 101.07
- Kohn-Sham gap (eV) = 9.3
- multiplicity = 1
- HOMO level (eV) = -9.17

=====

Entry two
# CH3N5O

One molecule with the formula CH3N5O (ωB97M-V/def2-TZVPD, OMol25).

Last column: Mulliken charge in e.
CARTESIAN COORDINATES (ANGSTROEM)
N (-0.915, 2.266, 0.029)  -0.4485
N (-0.092, 1.479, -0.753)  -0.2715
C (-0.004, 0.211, -0.483)  0.5582
N (1.083, -0.658, -0.779)  -0.1840
N (1.065, -1.650, 0.012)  -0.1732
N (-0.143, -1.658, 0.740)  0.0081
O (-0.688, -0.364, 0.672)  -0.2746
H (-0.901, 2.023, 1.065)  0.2390
H (-0.583, 3.266, 0.058)  0.2760
H (0.014, -2.093, 1.644)  0.2705

Output
- LUMO energy (eV) = -0.12
- SMILES = N/N=c1/nn[nH]o1
- net charge = 0
- M (g mol⁻¹) = 101.07
- Kohn-Sham gap (eV) = 8.6
- multiplicity = 1
- HOMO level (eV) = -8.70

=====

Most stable of them? entry two.

=====

Entry one
# H4S2

A 2-piece molecular cluster, H4S2 overall (ωB97M-V/def2-TZVPD, OMol25).

Last column: Mulliken charge in e.
CARTESIAN COORDINATES (ANGSTROEM)
S (-0.014, -1.621, -1.233)  -0.2904
H (-0.021, -1.492, -2.533)  0.1302
H (1.271, -1.206, -1.192)  0.1500
S (-0.077, 1.516, 1.248)  -0.3123
H (-0.068, 2.941, 0.926)  0.1684
H (0.264, 1.439, 2.557)  0.1542

Output
- LUMO energy (eV) = 0.75
- SMILES = S.S
- net charge = 0
- M (g mol⁻¹) = 68.17
- Kohn-Sham gap (eV) = 10.4
- multiplicity = 1
- HOMO level (eV) = -9.62

=====

Entry two
# H4S2

A 2-piece molecular cluster, H4S2 overall (ωB97M-V/def2-TZVPD, OMol25).

Last column: Mulliken charge in e.
CARTESIAN COORDINATES (ANGSTROEM)
S (0.952, 0.598, 1.303)  -0.2616
H (0.198, 1.649, 1.674)  0.1613
H (-0.123, -0.208, 1.217)  0.1213
S (-0.795, -0.427, -1.743)  -0.2097
H (0.477, -0.790, -1.993)  0.1599
H (-0.709, -0.821, -0.459)  0.0290

Output
- LUMO energy (eV) = 0.73
- SMILES = S.S
- net charge = 0
- M (g mol⁻¹) = 68.17
- Kohn-Sham gap (eV) = 10.1
- multiplicity = 1
- HOMO level (eV) = -9.42

=====

Most stable of them? entry two.

=====

Entry one
# C4H6N

An isolated ion of composition C4H6N and charge +1 (ωB97M-V/def2-TZVPD, OMol25).

Last column: Mulliken charge in e.
CARTESIAN COORDINATES (ANGSTROEM)
C (-0.584, 1.126, -0.471)  -0.3364
C (0.611, 0.843, 0.033)  0.0270
C (1.368, -0.343, -0.003)  -0.2504
N (0.026, -0.521, 0.566)  -0.0873
C (-1.237, -0.119, -0.078)  -0.2804
H (-0.785, 1.900, -1.063)  0.4547
H (1.746, -0.814, -0.966)  0.2428
H (2.202, -0.560, 0.673)  0.2982
H (0.073, -0.783, 1.567)  0.3533
H (-1.909, 0.016, 0.803)  0.3090
H (-1.511, -0.746, -1.060)  0.2696

Output
- LUMO energy (eV) = -5.05
- SMILES = C1=C2C[N@@H+]2C1
- net charge = +1
- M (g mol⁻¹) = 68.10
- Kohn-Sham gap (eV) = 10.4
- multiplicity = 1
- HOMO level (eV) = -15.44

=====

Entry two
# C4H6N

C4H6N as an isolated structure (ωB97M-V/def2-TZVPD, OMol25).

Last column: Mulliken charge in e.
CARTESIAN COORDINATES (ANGSTROEM)
C (0.200, -0.735, 1.222)  -0.1243
C (0.014, -0.328, -2.044)  -0.6193
C (0.110, -0.466, -0.686)  0.2233
C (-0.611, 0.523, 1.310)  -0.2207
N (0.460, 0.409, 0.289)  -0.0447
H (-0.508, -1.142, -2.650)  0.2635
H (0.220, 0.626, -2.575)  0.2801
H (-1.632, 0.461, 0.886)  0.2425
H (0.823, -1.440, 1.953)  0.3038
H (-0.405, 1.106, 2.119)  0.3344
H (1.329, 0.987, 0.175)  0.3614

Output
- LUMO energy (eV) = -5.05
- net charge = +1
- M (g mol⁻¹) = 68.10
- Kohn-Sham gap (eV) = 10.1
- multiplicity = 1
- HOMO level (eV) = -15.18

=====

Most stable of them? entry one.